Entry P
The following is a quantum chemistry calculation of 2 unconnected molecules or ions with the total composition C6H4N2, from OMol25.

LUMO   -1.64 eV
Multiplicity   1

Bonds (Å) are listed after each position.
Geometry (Å):
1 C 0.555 1.114 0.778  C2 1.401, N11 1.326, N12 1.433
2 C -0.137 0.440 1.792  C1 1.401, C3 1.372, H8 1.246
3 C -0.657 -0.640 1.126  C2 1.372, C4 1.456, H9 1.120
4 C -0.197 -0.638 -0.256  C3 1.456, C5 1.506, N12 1.309
5 C -0.306 -1.515 -1.476  C4 1.506, C6 1.276
6 C -0.949 -1.910 -2.505  C5 1.276
7 H 1.828 2.527 -0.128  N11 1.170
8 H -0.731 0.838 2.813  C2 1.246
9 H -1.258 -1.314 1.788  C3 1.120
10 H -2.147 -1.767 -3.738  no bonds
11 N 1.137 2.306 0.790  C1 1.326, H7 1.170
12 N 0.641 0.352 -0.432  C1 1.433, C4 1.309

---

Entry Q
The following is a quantum chemistry calculation of a single C6H4N2 molecule, from OMol25.

LUMO   -1.52 eV
Multiplicity   1
SMILES   C1=NC=C2C=NC=C12

Bonds (Å) are listed after each position.
Geometry (Å):
1 C 0.193 0.376 1.751  N2 1.339, C8 1.504, H9 1.159
2 N 1.169 1.244 1.457  C1 1.339, C3 1.456
3 C 1.249 1.058 0.014  N2 1.456, C4 1.365, H10 1.142
4 C 0.284 0.295 -0.575  C3 1.365, C5 1.422, C8 1.420
5 C -0.115 -0.398 -1.752  C4 1.422, N6 1.325, H11 1.088
6 N -1.018 -1.312 -1.433  C5 1.325, C7 1.497
7 C -1.256 -1.073 0.026  N6 1.497, C8 1.318, H12 1.155
8 C -0.538 -0.084 0.519  C1 1.504, C4 1.420, C7 1.318
9 H -0.222 0.329 2.832  C1 1.159
10 H 2.207 1.427 -0.486  C3 1.142
11 H 0.053 -0.456 -2.826  C5 1.088
12 H -1.995 -1.868 0.420  C7 1.155

---

Name the least stable of them. entry P.

---

Entry P
The following is a quantum chemistry calculation of 2 unconnected molecules or ions with the total composition C4H12NPS, from OMol25.

LUMO   -2.15 eV
Multiplicity   1

Bonds (Å) are listed after each position.
Geometry (Å):
1 C 1.860 1.909 -0.064  C3 1.548, H8 1.052, H9 1.148, H10 1.116
2 C -1.209 -1.662 -1.116  C4 1.556, H11 1.117, H12 1.142, H13 0.996
3 C 0.778 1.178 0.769  C1 1.548, P6 1.813, H14 1.077, H15 1.108
4 C 0.082 -0.807 -1.265  C2 1.556, P6 1.803, H16 1.070, H17 1.088
5 N -1.464 -0.619 2.514  H18 0.994, H19 0.954
6 P 0.926 -0.569 0.311  C3 1.813, C4 1.803, S7 1.944
7 S 2.717 -1.313 0.451  P6 1.944
8 H 2.231 1.271 -0.814  C1 1.052
9 H 1.316 2.805 -0.530  C1 1.148
10 H 2.729 2.089 0.613  C1 1.116
11 H -0.875 -2.711 -0.932  C2 1.117
12 H -1.721 -1.262 -0.177  C2 1.142
13 H -1.697 -1.592 -1.982  C2 0.996
14 H -0.205 1.511 0.483  C3 1.077
15 H 1.063 1.351 1.826  C3 1.108
16 H -0.056 0.064 -1.871  C4 1.070
17 H 0.771 -1.431 -1.829  C4 1.088
18 H -1.351 -1.595 2.361  N5 0.994
19 H -2.345 -0.340 2.276  N5 0.954

---

Entry Q
The following is a quantum chemistry calculation of 2 unconnected molecules or ions with the total composition C4H12NPS, from OMol25.

LUMO (spin up / spin down)   -2.95 / -2.92 eV
Multiplicity   1

Bonds (Å) are listed after each position.
Geometry (Å):
1 C -2.299 0.733 -0.250  C3 1.473, H8 1.165, H9 1.041, H10 1.160
2 C 1.327 -1.897 -0.293  C4 1.528, H11 1.090, H12 1.053, H13 1.058
3 C -1.153 0.096 0.420  C1 1.473, P6 1.850, H14 1.109, H15 1.142
4 C 1.022 -0.738 -1.240  C2 1.528, P6 1.852, H16 1.168, H17 1.098
5 N 1.537 0.910 0.847  P6 1.739, H18 1.071, H19 1.016
6 P 0.350 0.779 -0.416  C3 1.850, C4 1.852, N5 1.739
7 S -0.847 3.124 2.107  no bonds
8 H -2.494 1.771 0.243  C1 1.165
9 H -2.136 0.688 -1.277  C1 1.041
10 H -3.232 0.074 -0.046  C1 1.160
11 H 1.829 -1.482 0.581  C2 1.090
12 H 0.513 -2.476 0.038  C2 1.053
13 H 2.064 -2.410 -0.853  C2 1.058
14 H -1.102 -0.979 0.151  C3 1.109
15 H -1.158 -0.089 1.547  C3 1.142
16 H 0.224 -0.756 -2.093  C4 1.168
17 H 1.985 -0.335 -1.580  C4 1.098
18 H 2.349 1.508 0.487  N5 1.071
19 H 1.220 1.480 1.626  N5 1.016

---

Name the least stable of them. entry P.

---

Entry P
The following is a quantum chemistry calculation of 8 unconnected molecules or ions with the total composition H14IO7, from OMol25.

LUMO   2.97 eV
Multiplicity   1
Total charge   -1

Bonds (Å) are listed after each position.
Geometry (Å):
1 I -0.176 -0.201 -0.014  no bonds
2 O -1.448 0.898 3.226  H3 0.997, H4 1.039
3 H -1.700 0.219 3.911  O2 0.997
4 H -1.215 0.480 2.304  O2 1.039
5 O -1.284 -0.152 -3.730  H6 1.098, H7 0.973
6 H -0.738 0.080 -2.806  O5 1.098
7 H -1.775 -0.936 -3.427  O5 0.973
8 O 2.278 -0.686 -2.691  H9 0.995, H10 0.956
9 H 2.588 0.186 -3.056  O8 0.995
10 H 1.740 -0.383 -1.961  O8 0.956
11 O -1.131 -2.898 2.012  H12 0.931, H13 0.981
12 H -0.677 -2.848 2.823  O11 0.931
13 H -0.805 -2.310 1.298  O11 0.981
14 O -2.523 2.566 0.197  H15 0.984, H16 0.994
15 H -1.887 3.213 0.577  O14 0.984
16 H -1.865 1.828 0.099  O14 0.994
17 O 1.137 3.099 0.326  H18 0.950, H19 1.050
18 H 0.753 2.232 0.263  O17 0.950
19 H 2.183 3.057 0.239  O17 1.050
20 O 2.166 -2.777 0.311  H21 0.999, H22 0.971
21 H 2.299 -2.740 -0.678  O20 0.999
22 H 2.072 -1.927 0.771  O20 0.971

---

Entry Q
The following is a quantum chemistry calculation of 8 unconnected molecules or ions with the total composition H14IO7, from OMol25.

LUMO   2.99 eV
Multiplicity   1
Total charge   -1

Bonds (Å) are listed after each position.
Geometry (Å):
1 I 15.368 15.438 -14.877  no bonds
2 O 17.920 17.953 -16.477  H3 0.969, H4 0.969
3 H 17.390 17.993 -17.287  O2 0.969
4 H 17.527 17.201 -16.011  O2 0.969
5 O 12.822 16.022 -17.702  H6 0.974, H7 0.963
6 H 13.125 15.751 -16.817  O5 0.974
7 H 12.001 15.536 -17.834  O5 0.963
8 O 11.981 14.451 -13.723  H9 0.963, H10 0.974
9 H 11.471 15.166 -13.329  O8 0.963
10 H 12.534 14.891 -14.393  O8 0.974
11 O 17.602 13.343 -17.013  H12 0.971, H13 0.965
12 H 17.061 14.123 -16.809  O11 0.971
13 H 16.954 12.629 -17.036  O11 0.965
14 O 14.180 12.537 -16.646  H15 0.978, H16 0.964
15 H 14.589 13.376 -16.353  O14 0.978
16 H 14.104 12.039 -15.824  O14 0.964
17 O 16.586 12.334 -13.254  H18 0.973, H19 0.962
18 H 16.588 13.168 -13.755  O17 0.973
19 H 17.106 12.531 -12.469  O17 0.962
20 O 15.667 17.103 -18.402  H21 0.973, H22 0.962
21 H 15.334 16.722 -17.571  O20 0.973
22 H 14.857 17.250 -18.900  O20 0.962

---

Name the least stable of them. entry P.